Density functional theory data (ωB97M-V with the def2-TZVPD basis set) for a 10-piece molecular cluster, C4H29N2O10 overall at a distorted geometry.

Last column: natural (NBO) charge in e.
Atoms and positions in Å:
O: -2.016 -1.478 0.122  -0.564
C: -1.532 -0.586 -0.530  0.463
C: -0.473 0.269 0.087  -0.170
C: -0.929 1.513 0.834  -0.432
C: -1.191 2.674 -0.118  -0.231
N: 0.011 3.461 -0.420  -0.839
N: 0.240 -0.651 1.080  -0.718
H: -2.020 -0.226 -1.437  0.187
H: 0.307 0.706 -0.519  0.258
H: -0.149 1.840 1.531  0.209
H: -1.766 1.500 1.524  0.247
H: -2.011 3.362 0.088  0.219
H: -1.655 2.264 -1.041  0.177
H: -0.131 3.982 -1.275  0.384
H: 0.810 2.835 -0.517  0.338
H: 0.949 -0.270 1.708  0.468
H: -0.528 -1.199 1.487  0.479
H: 0.763 -1.273 0.459  0.455
H: 3.045 -0.864 3.245  0.492
H: 2.966 -1.868 2.081  0.502
O: 2.681 -0.984 2.354  -0.980
H: 1.808 1.517 -2.872  0.476
H: 2.787 2.192 -3.801  0.469
O: 1.839 2.094 -3.658  -0.952
H: -4.250 0.129 -2.488  0.481
H: -4.826 0.715 -1.178  0.485
O: -4.067 0.752 -1.773  -0.957
H: -2.108 -4.583 0.259  0.490
H: -2.969 -3.406 0.816  0.502
O: -2.603 -4.278 1.028  -0.942
H: 0.560 -1.789 -3.064  0.484
H: -0.376 -0.720 -3.536  0.486
O: -0.257 -1.340 -2.803  -0.955
H: -0.777 -3.258 3.360  0.484
H: -1.490 -3.603 2.068  0.510
O: -0.824 -2.974 2.437  -1.015
H: 2.820 1.692 -0.545  0.493
H: 3.481 0.599 -1.289  0.492
O: 2.583 0.894 -1.049  -0.975
H: 1.871 -4.105 0.708  0.489
H: 0.999 -3.327 1.669  0.502
O: 1.518 -3.217 0.849  -0.995
H: 2.222 4.377 1.028  0.489
H: 2.002 3.002 1.662  0.458
O: 2.687 3.633 1.428  -0.943

Calculated values
highest occupied orbital energy: -12.22 eV
orbital gap: 9.605 eV
net charge: +1
LUMO level: -0.09625 Eh

***

Density functional theory data (ωB97M-V with the def2-TZVPD basis set) for an isolated ion of composition C5H8N and charge +1 at a distorted geometry.

Last column: Löwdin charge in e.
Atoms and positions in Å:
C: 1.231 -0.939 -1.713  0.111
C: 0.363 0.190 -1.205  -0.055
C: -0.122 0.113 0.130  -0.283
C: -0.600 1.438 0.742  -0.007
C: -0.255 -1.041 0.980  -0.067
N: 0.033 -1.169 -1.852  0.344
H: 2.218 -0.983 -1.866  0.129
H: 0.228 1.146 -1.823  0.197
H: -1.595 1.484 0.985  0.067
H: -0.278 2.217 0.015  0.099
H: -0.177 1.522 1.707  0.084
H: -0.154 -2.097 0.517  0.118
H: -1.292 -1.038 1.503  0.140
H: 0.399 -0.843 1.881  0.122

Calculated values
highest occupied orbital energy (spin up / spin down): -12.30 / -16.51 eV
orbital gap (spin up / spin down): 7.086 / 6.808 eV
spin multiplicity: 3
net charge: +1
LUMO level (spin up / spin down): -0.19154 / -0.35641 Eh

***

Density functional theory data (ωB97M-V with the def2-TZVPD basis set) for a 2-piece molecular cluster, C2H10OSi2 overall at a distorted geometry.

Last column: natural (NBO) charge in e.
Atoms and positions in Å:
C: 0.535 0.185 1.992  -1.068
C: 1.555 0.539 -0.968  -1.066
O: -1.269 -2.071 -2.109  -1.025
Si: -1.875 -0.139 -0.456  0.822
Si: 0.113 0.826 0.237  0.881
H: 1.396 -0.479 1.989  0.245
H: 0.767 1.010 2.662  0.247
H: -0.294 -0.363 2.431  0.238
H: 1.466 -0.432 -1.448  0.264
H: 1.560 1.287 -1.755  0.246
H: 2.521 0.579 -0.468  0.243
H: -0.911 -2.746 -1.531  0.430
H: -2.667 -0.944 0.477  -0.158
H: -2.779 0.461 -1.428  -0.149
H: -0.119 2.288 0.375  -0.150

Calculated values
highest occupied orbital energy: -9.17 eV
orbital gap: 8.317 eV
LUMO level: -0.03132 Eh

***

Density functional theory data (ωB97M-V with the def2-TZVPD basis set) for C11H20N2O5 in the gas phase at a distorted geometry.

Last column: natural (NBO) charge in e.
Atoms and positions in Å:
C: -2.092 -2.537 1.168  -0.615
C: -1.016 -1.730 0.332  -0.393
C: 0.544 -2.181 0.470  -0.202
C: 1.242 -1.867 1.842  -0.639
C: 1.272 -1.516 -0.816  -0.140
N: 0.790 -0.068 -1.036  -0.669
C: 1.305 0.890 -0.179  0.688
O: 1.860 0.647 0.912  -0.656
C: 1.041 2.386 -0.818  -0.131
N: 0.212 2.086 -1.936  -0.840
C: 0.686 3.270 0.467  -0.400
C: -0.601 2.768 1.304  -0.548
C: -1.942 2.389 0.764  0.798
O: -2.985 2.690 1.345  -0.571
O: -2.038 1.664 -0.475  -0.731
C: 1.022 -2.152 -2.145  0.781
O: 1.630 -1.684 -3.124  -0.618
O: 0.418 -3.327 -2.191  -0.661
H: -1.885 -3.723 1.053  0.196
H: -3.081 -2.326 0.812  0.214
H: -1.918 -2.137 2.194  0.212
H: -1.091 -0.676 0.770  0.189
H: -1.269 -1.492 -0.766  0.208
H: 0.495 -3.197 0.352  0.206
H: 1.904 -1.020 1.984  0.263
H: 1.766 -2.726 2.232  0.201
H: 0.469 -1.759 2.576  0.204
H: 2.308 -1.644 -0.629  0.232
H: 0.927 0.299 -2.041  0.465
H: 1.925 2.694 -1.333  0.214
H: 0.231 2.975 -2.438  0.357
H: -0.708 1.920 -1.570  0.395
H: 1.613 3.400 1.048  0.251
H: 0.468 4.305 -0.009  0.201
H: -0.826 3.477 2.104  0.258
H: -0.254 1.795 1.658  0.265
H: -2.942 1.813 -0.768  0.505
H: 0.520 -3.710 -3.113  0.509

Calculated values
highest occupied orbital energy: -9.14 eV
orbital gap: 9.623 eV
LUMO level: 0.01779 Eh

***

Density functional theory data (ωB97M-V with the def2-TZVPD basis set) for C5H23B3F3NO4PtS as an isolated structure at a distorted geometry.

Last column: natural (NBO) charge in e.
Atoms and positions in Å:
Pt: 0.642 -0.912 0.051  1.272
B: 0.880 -1.304 2.516  -0.778
H: 1.665 -0.632 2.825  -0.048
H: 1.193 -1.904 1.675  0.028
H: 0.733 -2.001 3.326  -0.002
H: 0.029 -0.674 2.310  -0.001
B: -0.279 -3.074 -0.474  -0.894
H: -0.698 -3.950 -0.944  0.013
H: -0.289 -2.244 -1.163  -0.017
H: -0.930 -2.830 0.351  0.024
H: 0.698 -3.298 -0.076  0.025
B: 2.690 -1.274 -0.705  -0.916
H: 1.991 -0.575 -1.139  -0.013
H: 2.510 -2.283 -1.041  0.023
H: 3.693 -1.000 -0.994  0.008
H: 2.551 -1.272 0.365  0.059
C: -4.139 -0.663 0.311  0.730
F: -3.915 -1.778 -0.359  -0.304
F: -4.444 0.316 -0.544  -0.347
F: -5.231 -0.791 1.030  -0.328
S: -2.575 -0.245 1.289  2.267
O: -2.693 1.073 1.973  -0.985
O: -2.312 -1.396 2.238  -0.941
O: -1.467 -0.314 0.353  -1.006
C: 1.195 3.663 0.443  -0.631
C: 0.406 2.364 0.077  -0.095
C: 0.562 1.924 -1.341  -0.066
O: 0.053 0.589 -1.509  -0.555
C: -0.396 0.211 -2.821  -0.245
N: 1.086 1.426 0.862  -0.761
H: 0.883 4.446 -0.247  0.184
H: 2.280 3.570 0.394  0.201
H: 0.989 4.137 1.403  0.211
H: -0.625 2.423 0.427  0.238
H: 1.598 1.790 -1.652  0.186
H: 0.280 2.665 -2.090  0.171
H: -1.291 0.829 -2.894  0.167
H: -0.822 -0.777 -2.993  0.232
H: 0.304 0.419 -3.630  0.161
H: 2.079 1.384 0.679  0.369
H: 1.118 1.962 1.718  0.363

Calculated values
highest occupied orbital energy (spin up / spin down): -0.70 / -1.00 eV
orbital gap (spin up / spin down): 5.334 / 5.609 eV
spin multiplicity: 3
net charge: -2
LUMO level (spin up / spin down): 0.17017 / 0.16952 Eh

***

Density functional theory data (ωB97M-V with the def2-TZVPD basis set) for C21H39AlBClF7KN3O9SV as an isolated structure at a distorted geometry.

Last column: Löwdin charge in e.
Atoms and positions in Å:
C: -0.720 2.355 -0.693  -0.043
C: 0.821 2.165 -0.776  -0.344
C: 1.140 1.348 -2.080  -0.064
C: 1.473 1.630 0.552  -0.106
N: 0.597 0.696 1.308  -0.063
N: -0.171 1.334 2.172  0.193
C: -0.975 0.489 2.783  -0.037
C: -1.107 -0.931 2.654  0.090
C: -0.211 -1.561 1.749  0.076
C: 0.653 -0.634 1.058  -0.087
C: 1.623 -1.343 0.033  -0.133
C: 0.936 -2.451 -0.833  -0.152
C: 1.362 -2.349 -2.354  -0.209
C: 0.153 -1.964 -3.239  -0.399
O: -0.290 -3.043 -4.032  -0.087
H: -0.961 3.173 0.007  0.100
H: -1.238 1.423 -0.423  0.083
H: -1.070 2.707 -1.677  0.095
H: 1.252 3.179 -0.935  0.120
H: 0.687 1.799 -2.976  0.101
H: 0.721 0.326 -1.969  0.060
H: 2.229 1.209 -2.259  0.050
H: 2.490 1.191 0.422  -0.036
H: 1.664 2.533 1.157  0.151
H: -1.665 0.968 3.490  0.127
H: -1.835 -1.475 3.255  0.140
H: -0.174 -2.634 1.578  0.133
H: 2.363 -1.877 0.665  0.135
H: 2.192 -0.662 -0.628  0.012
H: 1.218 -3.434 -0.421  0.125
H: -0.164 -2.412 -0.804  0.112
H: 1.677 -3.367 -2.638  0.126
H: 2.203 -1.650 -2.445  0.078
H: -0.732 -1.630 -2.648  0.147
H: 0.445 -1.050 -3.925  0.042
H: -1.009 -2.668 -4.557  0.111
B: -4.381 0.535 1.615  -1.239
F: -4.179 -0.089 2.861  0.096
F: -3.990 -0.350 0.577  0.063
F: -5.750 0.870 1.462  0.075
F: -3.605 1.703 1.550  0.101
C: 0.655 0.780 7.226  -0.675
F: 1.338 0.287 8.252  0.158
F: 0.726 2.107 7.298  0.151
F: 1.289 0.405 6.103  0.114
S: -1.093 0.196 7.234  0.532
O: -1.653 0.663 8.484  -0.146
O: -1.013 -1.250 7.145  -0.178
O: -1.704 0.806 6.065  -0.195
O: 3.165 5.639 -2.405  -0.488
V: 3.782 4.068 -2.153  1.157
O: 4.369 2.464 -1.844  -0.680
N: -8.067 -2.147 0.388  0.118
C: -7.756 -0.823 0.369  0.120
C: -8.333 -0.246 -0.797  0.056
C: -8.996 -1.250 -1.464  0.027
C: -8.822 -2.436 -0.707  0.094
H: -7.785 -2.805 1.099  0.190
H: -7.160 -0.380 1.159  0.136
H: -8.257 0.788 -1.089  0.141
H: -9.549 -1.165 -2.390  0.108
H: -9.181 -3.440 -0.878  0.158
C: -8.940 -2.591 -5.110  -0.140
O: -9.432 -1.333 -4.643  -0.144
H: -9.613 -3.372 -4.763  0.081
H: -8.911 -2.603 -6.200  0.085
H: -7.938 -2.777 -4.714  0.074
H: -8.828 -0.655 -4.962  0.083
C: 7.206 0.997 -1.241  -0.078
C: 8.335 1.997 -1.044  -0.472
C: 9.561 1.340 -0.437  -0.057
O: 7.886 3.059 -0.197  -0.054
H: 6.894 0.573 -0.282  0.058
H: 6.334 1.490 -1.672  0.018
H: 7.508 0.181 -1.900  0.094
H: 8.596 2.444 -2.005  0.144
H: 9.331 0.922 0.546  0.030
H: 10.356 2.077 -0.298  0.086
H: 9.937 0.538 -1.075  0.090
H: 7.656 2.674 0.655  0.080
K: 4.005 0.504 -0.114  0.930
O: 8.888 -0.479 2.314  -0.460
H: 9.680 -0.438 2.818  -0.402
Al: 10.237 0.884 3.752  0.927
Cl: 1.819 -1.744 -5.133  0.386

Calculated values
highest occupied orbital energy: -12.52 eV
orbital gap: 1.232 eV
net charge: +2
LUMO level: -0.41499 Eh